1.
# C35H71BrNO14S

8 unconnected molecules or ions with the total composition C35H71BrNO14S in a non-equilibrium geometry (ωB97M-V/def2-TZVPD, OMol25).

```
123
Properties=species:S:1:pos:R:3:forces:R:3
O 2.1819 2.4189 2.1707 -0.24 0.19 -0.10
H -0.2482 -5.3270 7.2278 0.01 0.03 0.03
H -4.1695 -10.0124 -1.2594 0.00 -0.06 -0.05
O 2.5071 -0.7980 9.2126 0.00 -0.15 0.23
H 2.9568 2.4579 8.4257 0.01 0.00 0.01
S -4.0655 -0.1817 -4.9982 0.05 -0.32 0.06
C -1.2665 -3.6689 3.5347 -0.26 0.20 0.19
H -7.6791 -6.4587 -4.9853 -0.10 -0.05 0.09
H -4.3472 -0.9089 -2.6945 0.35 -0.03 0.07
H -5.6584 0.0853 -3.2588 -0.12 0.27 0.17
H 0.9886 0.8452 1.7700 -0.02 0.12 -0.03
H -2.5970 1.3582 -0.7218 -0.09 -0.03 0.20
H -5.2439 -2.8402 -3.8853 0.21 -0.23 -0.09
H -6.6085 -2.0878 -3.0891 -0.18 -0.03 0.21
H 5.1311 12.2699 -1.6218 -0.03 -0.03 0.16
C -10.1011 -6.1534 -3.3687 0.07 -0.11 0.05
H 3.0999 5.9857 -0.6977 0.04 0.01 -0.02
H -1.4501 0.5298 -1.7478 0.21 -0.29 0.10
H -3.9782 -8.2981 -1.5626 -0.10 0.04 -0.08
H -2.1321 -8.7104 -3.1561 0.00 0.05 0.05
O 7.5771 10.0823 -1.4750 -0.01 -0.20 -0.01
H 0.1660 -2.8890 7.1143 0.04 0.02 -0.02
H -1.3003 -3.2699 6.2378 0.00 -0.05 -0.13
H 6.7355 12.4917 -2.3003 0.09 0.02 0.09
C 5.3360 7.0948 -1.7078 -0.03 -0.12 0.33
C 6.4255 10.6759 -1.0993 -0.07 0.14 0.08
O 6.3545 5.0721 -2.4195 -0.04 -0.02 0.01
H -9.6489 -7.0964 -3.6756 0.00 0.01 -0.07
C 4.6307 2.2853 1.8899 -0.04 -0.12 -0.39
H 1.4371 1.6285 8.8005 0.02 0.02 0.05
O 3.3506 4.2737 2.0520 -0.06 -0.01 0.04
H -4.2260 -11.7802 -2.3042 0.10 0.05 -0.06
H 2.3162 4.6225 -1.4597 0.06 -0.08 -0.06
H 1.7884 0.5956 4.0900 -0.09 -0.04 -0.04
H 9.0768 9.8517 -2.7849 -0.06 -0.07 0.03
C 2.4014 0.2479 3.2568 0.37 0.05 0.11
H 3.2735 0.7608 10.2186 -0.04 -0.09 0.04
C -1.8771 1.5024 -1.5258 -0.09 0.50 -0.24
C -0.7664 2.4183 -0.9777 -0.61 -0.72 0.14
Br -0.4742 4.1095 -1.8977 0.04 -0.02 0.15
H -0.1767 -5.4371 5.4632 -0.08 0.00 0.02
O 2.0746 -2.7865 8.3917 0.02 0.02 0.19
O -6.1078 -10.3040 -4.5127 0.00 0.05 0.03
H 6.4711 12.7332 -0.5638 0.01 0.00 0.02
C -9.1330 -4.9961 -3.5092 -0.12 -0.04 -0.10
H -2.8859 2.9955 -2.7563 0.13 0.33 0.18
H 4.5037 1.2844 1.4854 -0.02 -0.03 0.12
H 8.0138 11.1812 -3.1863 -0.02 0.04 0.03
H -3.9297 -12.0351 -4.0332 0.02 0.00 -0.02
H -7.1938 -7.7792 -3.9022 0.05 -0.04 -0.03
H -0.0493 1.6039 -4.8693 0.04 0.00 0.03
C 2.4374 1.5004 8.3873 -0.08 -0.09 -0.08
H 10.2189 12.0116 -2.3144 0.00 -0.02 -0.01
O 0.3911 -2.7585 5.1283 0.15 0.22 0.14
H -9.6080 -4.0749 -3.1758 0.07 0.03 0.05
H 4.0238 -0.5753 7.0094 -0.10 0.08 -0.02
C -3.8542 -9.2833 -2.0081 0.22 0.04 0.15
C 8.5227 10.6857 -2.3580 0.12 0.12 -0.05
C 2.2487 6.3898 -2.6630 0.23 0.05 -0.12
C 3.3450 3.0720 2.0223 0.21 -0.02 0.04
H -3.5759 1.4155 -2.7897 -0.38 0.04 0.13
H 6.2468 7.3061 -1.1548 0.08 0.00 -0.14
H 2.8561 7.2653 -2.9015 -0.01 0.03 0.07
H -8.8268 -4.8338 -4.5432 0.02 -0.05 -0.01
C 2.9378 5.4909 -1.6560 -0.18 0.17 0.04
C 3.2769 -1.3612 6.9302 0.33 0.03 0.15
H -6.3325 -1.8246 -4.8044 -0.18 0.02 -0.27
C -2.6249 1.9428 -2.7938 0.09 -0.34 -0.60
C 6.1921 12.1338 -1.4291 -0.04 -0.04 -0.36
H 8.9465 12.4497 -1.1681 -0.02 0.03 -0.06
C 2.5988 -1.7152 8.2334 -0.05 0.05 -0.40
C -2.3640 0.0856 -4.4090 0.28 0.99 -0.10
H -5.9804 -6.7673 -4.6910 0.08 -0.12 0.15
C -2.4140 -9.4768 -2.4349 -0.02 -0.08 -0.15
H 5.2910 2.8294 1.2189 0.01 0.12 0.11
H -0.8700 -4.5813 3.0918 0.02 -0.02 -0.01
C -4.9978 -0.7269 -3.5398 -0.17 0.30 -0.19
H 1.2920 6.7329 -2.2707 -0.02 -0.06 0.04
H -2.1485 -0.5865 -3.5513 -0.24 -0.40 0.14
C 5.3358 5.6349 -2.1023 0.02 0.17 -0.07
N -0.4931 1.5070 -3.9668 0.01 0.17 -0.03
H 1.2572 -4.9655 6.3688 0.00 0.04 0.09
H -10.9885 -5.9835 -3.9796 0.00 0.02 0.00
H -0.1453 0.6172 -3.5751 0.01 -0.02 0.01
C 3.1976 0.4548 9.1766 0.03 0.22 -0.08
H 2.2284 -0.8171 3.1200 -0.03 0.09 0.03
H 5.0995 2.2180 2.8707 0.00 0.01 0.02
H -1.0253 2.6772 0.0368 0.05 0.43 0.26
O 5.6311 10.0395 -0.4662 0.04 0.02 0.01
C -0.1092 -2.7627 3.8811 -0.04 -0.13 -0.18
C -5.2466 -10.4042 -3.6795 0.11 -0.15 -0.04
H 4.2171 0.3198 8.8131 -0.02 -0.02 -0.05
C 9.4725 11.6124 -1.6270 -0.06 0.04 0.11
O 0.4237 -2.0702 3.0557 -0.16 -0.17 -0.02
H 3.4469 0.4028 3.5366 0.01 0.03 -0.08
H -1.7504 -9.4060 -1.5729 -0.01 0.02 0.01
H -1.9010 -3.9285 4.3786 0.10 -0.08 0.03
H 4.5014 7.3966 -1.0830 -0.06 0.02 -0.10
H -1.7278 -0.2528 -5.2157 0.07 -0.27 -0.28
C -1.9673 1.5326 -4.1234 0.03 -0.39 0.23
C -0.2184 -3.4155 6.2463 -0.15 -0.12 0.16
H 2.5137 -1.0594 6.2125 -0.02 -0.03 -0.02
O 4.1788 4.9631 -2.1589 0.07 -0.18 0.05
H 3.7720 -2.2524 6.5532 -0.15 -0.07 -0.04
H -10.4080 -6.2611 -2.3281 -0.03 0.05 0.00
H 5.3329 7.6933 -2.6180 0.00 0.03 -0.01
O -5.9359 -5.8285 -2.3075 -0.09 0.03 0.12
C -6.9627 -6.7657 -4.2270 -0.02 0.32 -0.24
H 9.9838 11.0719 -0.8307 0.03 -0.03 -0.04
C 2.0407 1.0035 1.9977 0.01 -0.19 0.11
O -4.7482 -9.2897 -3.1234 -0.25 0.17 -0.09
H -2.2579 -10.4465 -2.9091 0.00 -0.03 0.06
H 0.1592 1.8666 -0.9263 0.50 0.24 -0.34
C 0.1722 -4.8739 6.3302 0.04 -0.06 -0.21
O -7.9927 -5.1459 -2.6651 0.06 0.18 0.20
H 2.3242 1.2149 7.3416 0.07 0.01 -0.02
H -1.8839 -3.1624 2.7971 0.12 -0.02 -0.12
C -5.8425 -1.9391 -3.8456 -0.07 -0.26 0.06
C -6.9076 -5.8691 -3.0117 0.13 -0.28 -0.17
H -5.4834 -12.4788 -3.3126 -0.01 0.01 -0.16
H 2.0691 5.8519 -3.5940 -0.07 -0.08 0.06
H 2.6023 0.6629 1.1269 0.06 0.03 0.03
C -4.6763 -11.7508 -3.2933 -0.15 -0.03 0.32
```
Forces are in eV/Å.

Properties
Charge: -1
E_LUMO in eV: 1.85
Spin multiplicity: 1
Highest occupied orbital energy in eV: -1.414

These are the Mulliken partial charges, in e, on atoms 1 to 8:
1. O -0.4067
2. H 0.3673
3. H 0.3499
4. O -0.3572
5. H 0.3527
6. S -0.0864
7. C -1.2188
8. H 0.3633



2.
# C5H13N3

A molecular structure, C5H13N3 in a non-equilibrium geometry (ωB97M-V/def2-TZVPD, OMol25).

```
21
Properties=species:S:1:pos:R:3:forces:R:3
H -3.1252 1.4346 -0.4352 0.01 0.02 0.01
H 1.5407 1.5138 -1.0914 0.03 0.02 -0.03
C -2.3861 2.0219 0.1157 0.03 -0.15 -0.03
H 0.3023 -1.6114 1.3824 0.21 -0.01 -0.42
H 1.4958 -0.1880 1.3380 -0.68 2.76 -1.30
H -0.3330 2.1880 -0.3194 -0.06 -0.07 0.10
H -2.3639 -0.3371 0.9851 -0.03 0.11 -0.20
H 2.6277 0.1639 -0.8664 -0.02 0.00 0.02
N 1.1219 -1.3792 0.8104 -0.29 -1.75 -0.69
C 1.5744 0.4334 -0.9505 -0.02 -0.01 0.25
C 1.3791 -2.4166 -0.1849 -0.26 -0.06 0.08
N -1.3983 -0.6206 0.8645 0.11 0.28 0.27
H -2.6587 2.0028 1.1760 0.02 0.03 0.00
C -0.6329 0.2951 0.3800 -0.53 0.11 -0.30
N -1.0508 1.5145 -0.1118 0.14 -0.13 0.16
H 1.5366 -3.3636 0.3328 -0.01 0.00 -0.06
H -2.4410 3.0490 -0.2400 0.01 -0.03 0.01
C 0.8179 0.0347 0.2943 1.34 -1.03 2.14
H 0.5369 -2.5199 -0.8779 0.07 -0.08 -0.08
H 1.1703 -0.0297 -1.8578 0.01 -0.01 0.07
H 2.2863 -2.1856 -0.7439 -0.07 -0.01 0.00
```
Forces are in eV/Å.

Properties
Charge: 0
E_LUMO in eV: 0.89
Energy relative to the best compared isomer or geometry (same formula, charge and spin) in eV: 2.956
Spin multiplicity: 1
Highest occupied orbital energy in eV: -7.661

These are the Mulliken partial charges, in e, on atoms 1 to 8:
1. H 0.3234
2. H 0.5169
3. C -1.0894
4. H 0.3635
5. H 0.3663
6. H 0.2280
7. H 0.2362
8. H 0.3936



3.
# C14H25F3IN2O8PS

2 unconnected molecules or ions with the total composition C14H25F3IN2O8PS in a non-equilibrium geometry (ωB97M-V/def2-TZVPD, OMol25).

```
55
Properties=species:S:1:pos:R:3:forces:R:3
N 0.4999 1.4172 -1.8101 -2.11 -0.87 -1.50
C -0.6942 3.3634 -2.6699 1.14 0.41 -0.23
F 3.3117 -3.8443 2.9711 -0.12 -0.12 -0.16
C -2.6181 -0.0330 1.1526 1.20 0.08 0.65
I -4.2561 1.3319 0.7105 0.10 -0.33 -0.10
H 1.4261 3.0522 0.0576 -0.30 -0.08 0.30
H -0.7887 2.2811 3.0958 0.03 0.06 -0.05
H 4.1768 1.8015 1.6776 0.27 0.04 0.06
H -2.2255 1.2237 -1.1823 0.68 0.33 0.19
H -0.1161 0.7998 -0.0709 -0.14 -0.19 0.08
H -0.5284 -1.6813 1.0457 0.53 0.12 -0.10
C 0.1974 2.6683 -1.6818 0.14 0.46 0.25
S 1.2542 -4.9938 1.7393 -0.87 -0.47 0.02
C 4.0367 1.5738 0.6277 -0.60 -0.34 -0.29
C -1.5344 0.5567 2.1156 -0.85 0.64 0.10
H -0.5208 0.3410 1.7774 -0.05 -0.05 -0.15
C 1.6552 -1.1000 -0.1468 -0.14 0.17 -0.81
O 2.6014 -0.0457 -0.4218 0.35 -0.82 0.17
H -2.7946 1.3271 -3.7299 0.12 0.07 -0.65
F 3.8518 -4.9418 1.1794 -0.21 0.05 0.12
C 3.0256 -4.9491 2.2458 0.40 -0.02 0.11
H -1.6158 3.6080 -2.1298 -0.08 -0.19 -0.02
O 0.5290 -4.9829 2.9877 0.26 0.26 0.15
C 0.7313 3.5593 -0.6012 -0.07 -0.12 -0.24
H -0.1013 4.0477 -0.0899 0.13 0.05 0.21
H -0.8577 2.7675 -3.5599 -0.15 -0.08 0.03
O -1.6435 -1.7314 -3.1629 1.06 -0.82 -0.13
H -3.0965 -0.8385 1.6962 -0.30 0.00 -0.08
H 4.8543 1.0027 0.2016 0.08 0.09 -0.01
H -2.5163 2.3000 3.0222 -0.28 0.05 -0.26
H 3.8977 2.5153 0.0934 0.19 0.00 -0.08
F 3.3565 -6.0102 2.9958 -0.15 0.16 -0.13
O 1.8503 1.0836 1.3400 -1.56 0.01 0.75
N -0.1945 0.4633 -1.0506 1.73 0.87 1.83
C 2.7207 0.8268 0.5590 1.43 0.95 -0.21
P -2.2778 -0.4883 -2.8110 -0.49 -0.64 -1.33
O 1.1025 -3.7760 0.9527 0.23 0.47 -0.14
C -1.6538 0.2902 -1.2580 -2.37 0.10 -0.60
C 0.3241 -0.9180 -0.9077 1.00 -1.38 1.91
H 0.4967 -1.4440 -1.8364 -0.89 0.53 -0.60
C -2.0835 -0.6530 -0.1359 0.88 -1.52 -0.04
H -0.8811 -2.5605 -0.3949 -0.60 0.01 0.16
H 1.2864 4.3518 -1.1129 -0.07 0.08 0.01
H -1.6308 0.0352 3.0665 0.04 -0.17 -0.02
H 2.1011 -2.0092 -0.5351 0.05 -0.06 0.01
H -0.2518 4.3277 -2.9269 -0.18 0.08 -0.20
O -2.2352 0.5849 -4.0193 -0.27 0.28 1.37
C -0.7750 -1.5505 -0.0043 -0.44 -0.08 -0.56
C -1.6345 2.0491 2.4429 1.00 -0.20 0.35
H -1.5216 2.6913 1.5686 -0.29 0.03 -0.05
O 1.1328 -6.2117 0.9804 0.35 0.03 -0.12
H -2.8221 -1.4110 -0.3846 -0.30 0.51 -0.80
O -3.8527 -0.7633 -2.5583 0.86 1.57 0.67
H -4.1927 -0.0221 -2.0185 -0.58 -0.43 -0.04
H 1.4951 -1.2822 0.9085 0.20 0.42 0.17
```
Forces are in eV/Å.

Properties
Charge: 0
E_LUMO in eV: -2.42
Spin multiplicity: 1
Highest occupied orbital energy in eV: -8.206

These are the Mulliken partial charges, in e, on atoms 1 to 8:
1. N -1.1297
2. C -1.3579
3. F -0.2476
4. C -1.2817
5. I 0.0122
6. H 0.1463
7. H 0.4604
8. H 0.3444